Below is a structure of composition C39H33AuIOP2Si, with properties calculated with the ωB97M-V functional and the def2-TZVPD basis.

Geometry (Å):
Au -0.63193 0.26439 -0.04841
C 0.71657 2.79297 1.95215
Si 1.23500 1.22805 1.06610
C 2.47680 1.78129 -0.22610
C 3.70570 2.35155 0.12031
C 4.57225 2.82184 -0.85283
C 4.22196 2.73654 -2.19520
C 3.00002 2.19757 -2.55690
C 2.11825 1.74049 -1.57425
P 0.53899 0.97507 -2.03121
C 1.07257 -0.39529 -3.10772
C 0.21479 -0.94127 -4.06088
C 0.61620 -2.02910 -4.82056
C 1.87487 -2.58365 -4.63795
C 2.73676 -2.04084 -3.69703
C 2.33878 -0.95470 -2.93220
C -0.41314 2.08319 -3.10313
C 0.06507 3.31198 -3.54384
C -0.72222 4.10735 -4.36495
C -1.98198 3.67887 -4.75494
C -2.46754 2.45801 -4.30680
C -1.69232 1.66950 -3.47488
C 1.70500 0.02060 2.43884
C 2.89876 0.05906 3.15902
C 3.04153 -0.64595 4.34565
C 1.97164 -1.36092 4.86851
C 0.77202 -1.40845 4.17673
C 0.65320 -0.76025 2.94741
P -0.86473 -0.88623 1.97013
C -2.25803 -0.42275 3.02282
C -2.18625 0.76549 3.74785
C -3.25512 1.16742 4.53062
C -4.40254 0.38744 4.59240
C -4.47854 -0.79542 3.87203
C -3.41049 -1.20362 3.08586
C -1.12616 -2.61172 1.49556
C -2.00660 -2.86261 0.43855
C -2.25698 -4.16282 0.03421
C -1.62552 -5.22199 0.67416
C -0.75128 -4.97705 1.72189
C -0.50199 -3.67626 2.13732
H 1.57938 3.11410 2.54657
H -0.12236 2.65462 2.63175
H 0.45785 3.58478 1.24907
H 3.99504 2.42849 1.16275
H 5.52418 3.25103 -0.56864
H 4.90295 3.08993 -2.95815
H 2.73774 2.11419 -3.60474
H -0.76138 -0.51169 -4.23405
H -0.05615 -2.43918 -5.56262
H 2.18595 -3.43196 -5.23317
H 3.72358 -2.46168 -3.55458
H 3.02426 -0.54213 -2.20351
H 1.03317 3.67484 -3.22830
H -0.34841 5.06727 -4.69603
H -2.59080 4.30017 -5.39834
H -3.46009 2.13032 -4.58651
H -2.09455 0.74197 -3.08552
H 3.72918 0.65652 2.80019
H 3.98068 -0.61278 4.88292
H 2.07139 -1.87643 5.81440
H -0.07299 -1.94181 4.59707
H -1.29060 1.37174 3.71191
H -3.19290 2.08972 5.09280
H -5.23617 0.70098 5.20656
H -5.37042 -1.40589 3.92199
H -3.47703 -2.12880 2.52937
H -2.49485 -2.03701 -0.06606
H -2.93955 -4.34879 -0.78435
H -1.81369 -6.23797 0.35298
H -0.25473 -5.79980 2.21908
H 0.20037 -3.50451 2.94035
O 1.92353 -2.67705 -0.12139
C 1.01935 -2.19635 -0.58836
I -2.66445 2.88322 -0.33408
C -2.73434 0.73121 -0.35881
H -3.37272 0.40039 -1.17320
H -3.25385 0.51058 0.57226

Cartesian forces (eV/Å) of the 3 atoms listed first:
Au -0.0463 0.8255 -0.3493
C -0.0486 -0.0454 -0.0529
Si 0.1757 -0.2960 0.0487

## Properties
Net charge: +1
HOMO-LUMO gap (eV): 7.30
Multiplicity: 1
Energy (eV): -81270.3161

Mulliken population analysis, charges in e, atoms 1 to 8: atom 1 (Au): 2.07, atom 2 (C): -1.20, atom 3 (Si): 0.85, atom 4 (C): 0.49, atom 5 (C): -0.65, atom 6 (C): -0.82, atom 7 (C): -0.91, atom 8 (C): 0.34

Below is a structure of composition C39H33AuIOP2Si, with properties calculated with the ωB97M-V functional and the def2-TZVPD basis.

Geometry (Å):
Au 0.82813 -1.28798 -1.14932
C -0.32667 -4.42395 0.45364
Si 0.01052 -2.58899 0.63313
C 0.99859 -2.31776 2.22738
C 0.72337 -3.16490 3.31565
C 1.27717 -2.97893 4.56550
C 2.13271 -1.90454 4.77743
C 2.44512 -1.06768 3.72862
C 1.90521 -1.28570 2.44744
P 2.62356 -0.03050 1.28745
C 2.61717 0.36614 -0.48892
C 1.79830 1.41109 -0.94417
C 1.99215 1.97447 -2.20109
C 3.00083 1.50526 -3.01872
C 3.79428 0.43704 -2.60416
C 3.60407 -0.13766 -1.36424
C 1.99099 1.50914 1.99717
C 2.63140 2.73011 1.77804
C 2.05143 3.90572 2.22360
C 0.81260 3.87854 2.85040
C 0.15326 2.67320 3.03690
C 0.74122 1.48818 2.61920
C -1.67855 -1.75422 0.96930
C -2.41699 -2.12887 2.09914
C -3.63810 -1.55319 2.40611
C -4.16404 -0.56829 1.57922
C -3.46244 -0.17896 0.45361
C -2.23282 -0.76567 0.13804
P -1.34260 -0.23129 -1.36236
C -2.27788 -0.87258 -2.78826
C -3.58274 -1.34741 -2.68539
C -4.24930 -1.80764 -3.81201
C -3.62267 -1.79325 -5.04983
C -2.32034 -1.32612 -5.15985
C -1.64987 -0.87803 -4.03292
C -1.63005 1.57121 -1.39644
C -1.89373 2.24128 -2.58927
C -1.96855 3.62779 -2.61469
C -1.77314 4.36034 -1.45329
C -1.51418 3.69972 -0.25849
C -1.44575 2.31631 -0.23054
H -0.92326 -4.59396 -0.44473
H -0.88832 -4.83421 1.29609
H 0.60420 -4.98336 0.34888
H 0.04981 -3.99946 3.16602
H 1.03901 -3.65735 5.37415
H 2.56279 -1.72111 5.75288
H 3.10233 -0.22953 3.92784
H 1.04352 1.82984 -0.29436
H 1.34540 2.78307 -2.51650
H 3.17159 1.95562 -3.98758
H 4.57199 0.05660 -3.25266
H 4.23433 -0.96460 -1.06832
H 3.57524 2.76952 1.25283
H 2.56371 4.84592 2.07025
H 0.35916 4.80107 3.18865
H -0.81770 2.64869 3.51359
H 0.22093 0.55236 2.77663
H -2.02412 -2.88792 2.76621
H -4.17726 -1.86656 3.29094
H -5.11475 -0.10675 1.81179
H -3.86894 0.59803 -0.18348
H -4.08204 -1.37482 -1.72662
H -5.26068 -2.18093 -3.72056
H -4.14494 -2.15263 -5.92644
H -1.82421 -1.31909 -6.12148
H -0.62894 -0.52173 -4.12083
H -2.05314 1.68204 -3.50258
H -2.18611 4.13546 -3.54537
H -1.83328 5.44040 -1.47457
H -1.37336 4.26415 0.65473
H -1.25788 1.80945 0.71083
O 2.04109 -2.73643 -3.81322
C 1.62737 -2.09789 -2.98206
I 5.87015 1.04227 1.07696
C 4.39043 -0.38534 1.60714
H 4.60874 -1.29959 1.05438
H 4.53553 -0.60266 2.65755

Cartesian forces (eV/Å) of the 3 atoms listed first:
Au -0.1631 -0.6278 -0.5670
C 0.0188 0.0154 0.0213
Si 0.2021 0.3440 -0.2257

## Properties
Net charge: +1
HOMO-LUMO gap (eV): 6.64
Multiplicity: 1
Energy (eV): -81269.7482

Mulliken population analysis, charges in e, atoms 1 to 8: atom 1 (Au): 2.05, atom 2 (C): -1.30, atom 3 (Si): -0.42, atom 4 (C): 1.12, atom 5 (C): -0.53, atom 6 (C): -0.88, atom 7 (C): -1.10, atom 8 (C): -1.15

Below is a structure of composition C39H33F12NOP4S4SbSr, with properties calculated with the ωB97M-V functional and the def2-TZVPD basis.

Geometry (Å):
Sr -0.13652 -3.94422 -0.57482
O -1.05040 3.06161 0.05065
C -1.98959 3.15084 1.04573
C -2.40910 4.31084 1.67509
C -3.39910 4.22969 2.65153
C -3.95463 3.00392 2.98381
C -3.48494 1.85140 2.35580
C -2.48805 1.90366 1.38756
P -1.64538 0.42180 0.66240
C -2.74388 -0.96807 1.11531
C -3.90182 -1.31088 0.41747
C -4.67943 -2.38275 0.82620
C -4.30987 -3.12881 1.94055
C -3.15427 -2.80501 2.63564
C -2.37183 -1.73393 2.21663
C -1.99738 0.62235 -1.11982
C -3.02212 1.41643 -1.63247
C -3.22886 1.50943 -3.00177
C -2.41586 0.80024 -3.87885
C -1.39962 0.00055 -3.38034
C -1.19166 -0.07773 -2.00929
C -0.50802 4.07715 -0.68422
C -1.22662 5.20067 -1.07355
C -0.60146 6.18530 -1.82300
C 0.73190 6.03653 -2.19107
C 1.40192 4.87302 -1.83742
C 0.79164 3.86346 -1.09180
P 1.61157 2.23573 -0.70666
C 2.91743 2.20625 -2.00013
C 2.47083 2.15776 -3.32461
C 3.36515 2.05498 -4.37620
C 4.73218 1.97588 -4.12404
C 5.18719 1.99276 -2.81611
C 4.28507 2.10632 -1.76023
C 2.46921 2.69677 0.84942
C 2.08961 1.99119 1.98975
C 2.62938 2.30775 3.23429
C 3.56329 3.32486 3.34353
C 3.95135 4.03586 2.20997
C 3.40052 3.72760 0.97700
H -1.96983 5.26731 1.43588
H -3.73233 5.13731 3.14081
H -4.73502 2.93404 3.73149
H -3.89374 0.89144 2.64101
H -4.17964 -0.75934 -0.47375
H -5.56542 -2.64930 0.26349
H -4.91017 -3.97559 2.24940
H -2.84733 -3.39902 3.48789
H -1.45307 -1.49740 2.74088
H -3.65679 1.97666 -0.95387
H -4.02983 2.12961 -3.38508
H -2.58352 0.86101 -4.94715
H -0.77138 -0.57029 -4.05218
H -0.40325 -0.71913 -1.64186
H -2.27105 5.29689 -0.81369
H -1.16142 7.06420 -2.11962
H 1.23598 6.80214 -2.76700
H 2.42162 4.72950 -2.17360
H 1.40590 2.19568 -3.53161
H 2.99635 2.02258 -5.39408
H 5.43351 1.87926 -4.94374
H 6.24567 1.90829 -2.60781
H 4.65856 2.10290 -0.74417
H 1.36440 1.18609 1.89722
H 2.31726 1.75722 4.11250
H 3.99036 3.57017 4.30791
H 4.68153 4.83214 2.29039
H 3.69189 4.30303 0.10589
S 4.97076 -3.74149 2.20749
Sb 4.89788 -2.64740 0.25718
S 3.76237 -4.08232 -1.52252
S 2.54173 -2.58166 -0.59613
S 4.34862 -3.49577 -3.32500
C 1.88799 -3.58688 4.83541
C 1.70573 -4.47725 3.60520
C 0.85057 -3.84945 2.58880
N 0.20546 -3.36476 1.77446
H 2.52940 -4.09678 5.55248
H 0.93719 -3.36043 5.31737
H 2.37201 -2.65089 4.55645
H 1.26538 -5.44239 3.85298
H 2.66326 -4.66225 3.11316
F -1.33055 -3.79442 -2.51609
P -2.91113 -4.06664 -1.95418
F -2.42425 -5.53650 -1.55758
F -4.33909 -4.28933 -1.31176
F -3.22240 -2.54204 -2.25789
F -3.33997 -4.51935 -3.40172
F -2.32088 -3.57011 -0.43195
F 0.61761 -5.83371 -1.55185
P 0.64664 -6.91739 -0.25443
F 1.71714 -5.90141 0.42120
F 0.64933 -7.84346 1.03221
F -0.51033 -7.72850 -0.94821
F 1.78708 -7.73199 -0.96964
F -0.52462 -5.94398 0.46704

Cartesian forces (eV/Å) of the 3 atoms listed first:
Sr 1.9882 1.4777 0.2424
O 0.1246 0.0239 0.2369
C 0.2140 0.3015 -0.4921

## Properties
Net charge: -1
HOMO-LUMO gap (eV): 6.96
Multiplicity: 1
Energy (eV): -165015.4030

Mulliken population analysis, charges in e, atoms 1 to 8: atom 1 (Sr): 2.26, atom 2 (O): 0.19, atom 3 (C): 0.30, atom 4 (C): -1.15, atom 5 (C): -0.66, atom 6 (C): -0.98, atom 7 (C): -0.59, atom 8 (C): 0.30

Across the entries above, relative energy (zero: lowest compared OMol25 entry of this formula, charge and spin) takes the values 7.6; 62.4; 209.5 kJ/mol, respectively.
Across the entries above, E_HOMO takes the values -10.36; -9.39; -4.91 eV, respectively.